Entry 1:
{
  "formula": "C47H49FN3O8V",
  "method": "the ωB97M-V functional and the def2-TZVPD basis",
  "homo_energy_ha": -0.30207,
  "total_charge": 0,
  "fmax_ha_per_bohr": 0.07383,
  "e_lumo_ev": -3.1,
  "multiplicity": 1,
  "species": ["V", "F", "O", "O", "O", "O", "O", "O", "O", "O", "N", "N", "N", "C", "C", "C", "C", "C", "C", "C", "C", "C", "C", "C", "C", "C", "C", "C", "C", "C", "C", "C", "C", "C", "C", "C", "C", "C", "C", "C", "C", "C", "C", "C", "C", "C", "C", "C", "C", "C", "C", "C", "C", "C", "C", "C", "C", "C", "C", "C", "H", "H", "H", "H", "H", "H", "H", "H", "H", "H", "H", "H", "H", "H", "H", "H", "H", "H", "H", "H", "H", "H", "H", "H", "H", "H", "H", "H", "H", "H", "H", "H", "H", "H", "H", "H", "H", "H", "H", "H", "H", "H", "H", "H", "H", "H", "H", "H", "H"],
  "coordinates": [[12.3853, 9.5071, 11.5583], [9.4738, 13.2765, 5.9293], [11.5496, 11.2607, 15.3370], [8.6484, 8.4867, 9.7113], [19.8318, 10.2140, 10.0892], [15.0189, 10.7301, 9.5709], [20.3153, 8.6833, 11.8314], [14.3780, 9.6337, 11.4328], [13.8559, 6.7885, 10.7557], [12.4049, 7.4854, 12.4153], [12.7742, 10.4550, 13.5282], [10.9651, 8.4302, 10.0622], [10.4420, 10.0877, 12.2572], [9.3282, 12.5331, 8.1462], [10.2922, 5.1068, 8.4369], [16.1243, 11.4413, 14.9905], [10.3112, 6.1184, 9.4128], [17.5181, 9.6609, 9.8163], [12.0361, 11.4170, 10.5355], [14.9691, 11.4889, 14.2327], [9.9203, 11.9277, 9.2743], [16.6822, 8.2673, 11.6700], [19.0154, 8.5984, 11.4118], [12.0408, 11.7843, 8.1286], [10.1093, 12.7910, 7.0160], [7.9285, 5.6106, 10.1945], [15.9825, 13.1614, 12.6214], [14.2416, 7.7735, 7.6713], [13.2727, 6.6990, 11.8674], [11.2816, 11.7337, 9.3188], [9.3999, 9.4548, 11.6991], [14.1632, 9.4422, 15.3168], [12.6269, 9.1136, 6.2525], [16.4013, 10.3305, 15.7244], [9.6848, 8.7657, 10.3948], [9.9349, 4.7460, 11.5242], [15.2130, 9.8794, 10.4548], [14.6738, 12.5578, 13.1383], [13.9523, 10.4684, 14.3565], [11.0653, 7.3526, 9.1878], [16.4825, 9.1215, 10.5680], [15.4673, 9.2778, 15.8503], [9.3880, 5.8928, 10.6527], [11.6344, 10.7773, 14.1950], [9.0788, 10.5253, 14.1247], [8.1060, 9.6498, 12.1645], [12.4383, 8.8962, 17.0979], [11.4602, 12.4181, 6.9933], [20.9526, 9.6210, 10.9046], [17.9454, 7.8976, 12.0054], [10.3613, 10.4549, 13.5665], [13.5768, 7.0890, 15.8567], [11.6114, 6.3846, 7.0136], [13.7158, 13.6392, 13.6934], [7.9312, 10.2780, 13.3857], [12.8115, 8.4750, 7.6443], [13.0484, 8.5296, 15.6987], [11.7928, 7.4162, 7.9710], [10.9149, 5.2378, 7.1903], [18.7527, 9.3629, 10.3304], [12.8308, 6.2990, 15.7883], [7.7526, 4.6904, 9.6504], [7.3008, 9.2745, 11.5990], [12.8770, 13.1312, 14.1427], [11.7648, 11.9948, 11.4524], [16.4963, 13.7356, 13.4198], [11.8526, 9.8225, 17.1049], [11.9895, 12.6009, 6.0614], [17.3927, 10.3704, 8.9763], [10.9618, 4.3637, 6.5095], [9.5791, 4.8597, 12.5569], [13.8779, 7.0087, 16.8792], [17.3588, 10.2389, 16.1991], [11.5660, 9.1443, 5.9217], [6.9621, 10.4548, 13.8493], [21.6397, 9.1775, 10.1907], [13.3645, 14.3663, 12.9702], [15.8316, 7.7386, 12.1801], [21.3743, 10.4197, 11.4706], [14.4191, 6.8768, 15.2258], [14.4869, 7.3070, 8.6762], [12.8111, 9.2945, 8.4091], [13.1422, 11.7828, 8.2265], [14.2685, 14.2222, 14.4576], [16.7826, 12.3376, 15.1345], [13.5737, 5.8815, 12.6016], [13.2658, 9.1209, 17.7906], [15.7340, 13.8393, 11.8183], [14.1994, 11.9439, 12.3709], [9.5650, 3.7607, 11.1712], [11.0142, 4.6245, 11.5591], [13.0283, 10.1200, 6.1648], [7.2185, 5.3751, 11.0849], [15.7282, 8.4677, 16.4837], [18.1591, 7.0301, 12.6776], [7.6000, 6.4060, 9.5936], [8.2326, 12.6485, 8.0837], [15.0087, 8.4439, 7.3646], [9.6935, 4.2625, 8.6788], [9.3103, 11.7670, 10.1630], [9.3233, 6.7197, 11.2789], [13.0974, 11.6404, 10.2255], [11.7694, 8.1163, 17.5726], [16.6501, 12.4045, 12.1555], [12.2582, 8.6169, 14.9044], [14.2716, 6.9656, 6.9285], [12.2522, 6.4907, 6.1422], [9.0458, 10.8031, 15.1590], [13.1138, 8.4219, 5.5428]],
  "atomic_forces_ev_per_a": [[2.23, -0.57, 1.25], [0.65, 0.04, 0.27], [0.46, -0.29, -1.23], [2.61, 0.83, 1.45], [1.66, -1.43, 0.64], [-0.09, -1.14, 1.23], [0.39, 0.47, -1.11], [-3.69, -0.14, 0.39], [-1.83, 0.21, 2.54], [0.04, 1.61, -1.38], [-1.20, -0.52, -1.15], [0.01, 2.15, 2.44], [0.97, -2.32, 1.28], [-0.25, -0.96, 0.17], [-0.01, 1.31, 0.66], [0.12, 1.72, 0.09], [-0.35, 0.82, -0.06], [0.02, -0.31, 0.09], [1.09, 0.84, 0.03], [-2.24, -0.26, -1.49], [-1.31, 1.52, -0.54], [-1.39, -1.00, -0.51], [-0.99, -1.52, 0.82], [-0.34, 2.92, -0.51], [-0.06, -1.08, 0.96], [-0.44, -1.54, 2.33], [-0.04, -0.22, -0.19], [-1.05, -0.81, 1.12], [1.71, -0.62, -0.86], [0.79, -1.65, -0.27], [0.67, 1.52, -1.23], [0.75, 0.31, -0.58], [-0.78, -1.02, -0.48], [-0.59, -1.92, 0.41], [-3.02, -0.87, -2.13], [-0.61, -0.93, 0.12], [0.04, 0.73, -1.97], [0.80, -0.36, 1.14], [2.17, 0.26, 0.49], [-0.15, -2.22, -1.39], [-0.94, 1.01, 0.39], [-0.56, 2.30, -0.48], [0.46, -2.30, -1.66], [0.36, 0.86, 2.60], [1.26, 0.61, 0.53], [0.52, 0.09, 0.57], [-0.34, 0.43, 0.41], [-0.32, -0.47, 0.15], [-2.64, 0.28, -0.81], [2.32, -1.19, 0.88], [-2.03, -0.12, -2.63], [-0.71, 0.13, 0.08], [1.87, 1.42, -0.33], [1.01, -0.26, 0.24], [0.63, -0.58, 0.25], [1.25, 0.31, 0.42], [-1.26, -0.99, 0.27], [-0.79, -0.46, 0.37], [-0.34, -1.23, 1.18], [1.25, 2.60, -0.61], [-0.28, 0.18, -0.49], [0.71, -0.28, -0.49], [-0.72, -0.40, -0.68], [-0.37, 0.16, 0.35], [0.06, -0.60, -0.70], [-0.14, -0.40, -0.53], [0.10, -0.18, -0.37], [0.22, -0.11, 0.28], [-0.09, -0.50, 0.88], [-0.20, 0.97, 0.25], [0.05, -0.06, -0.18], [0.72, -0.14, 0.72], [0.27, -0.03, 0.34], [0.48, 0.12, 0.44], [0.15, -0.10, -0.33], [0.11, -0.53, 0.28], [-0.02, -0.05, -0.45], [0.87, 0.99, -0.73], [0.44, 0.46, 0.37], [0.28, -0.22, -0.45], [-0.37, 0.75, -1.18], [-0.08, -0.78, -0.40], [-0.67, -0.69, -0.36], [-0.42, -0.37, -0.15], [-0.54, -1.00, -0.77], [-0.33, 0.44, -0.85], [-0.16, -0.41, -0.12], [0.01, 0.48, -0.24], [-0.02, 0.51, -0.28], [0.06, 0.49, 0.09], [0.17, 0.47, -0.10], [0.29, -0.13, 0.06], [1.18, 1.09, -1.06], [-0.06, -0.69, 0.40], [-0.30, 1.21, -0.23], [-0.75, 1.13, -0.54], [0.75, 0.18, 0.11], [0.64, 0.87, 0.01], [-0.26, -0.75, 0.00], [0.10, -0.01, -0.23], [0.23, 1.59, 0.85], [-0.53, -0.84, 0.96], [0.91, 0.48, -0.83], [-0.27, 0.33, 0.62], [0.70, -0.51, 0.82], [-0.25, 0.06, 0.15], [-0.30, -0.07, -0.15], [-0.13, 0.28, 0.34], [-0.01, 0.62, -0.04]]
}

Entry 2:
{
  "formula": "C47H50BaFI2N14O3S",
  "method": "the ωB97M-V functional and the def2-TZVPD basis",
  "homo_energy_ha": -0.12968,
  "total_charge": -1,
  "fmax_ha_per_bohr": 0.07779,
  "e_above_lowest_ev": 3.7666,
  "e_lumo_ev": 0.7,
  "multiplicity": 1,
  "species": ["Ba", "I", "I", "S", "F", "O", "O", "O", "N", "N", "N", "N", "N", "N", "N", "N", "N", "N", "N", "N", "N", "N", "C", "C", "C", "C", "C", "C", "C", "C", "C", "C", "C", "C", "C", "C", "C", "C", "C", "C", "C", "C", "C", "C", "C", "C", "C", "C", "C", "C", "C", "C", "C", "C", "C", "C", "C", "C", "C", "C", "C", "C", "C", "C", "C", "C", "C", "C", "C", "H", "H", "H", "H", "H", "H", "H", "H", "H", "H", "H", "H", "H", "H", "H", "H", "H", "H", "H", "H", "H", "H", "H", "H", "H", "H", "H", "H", "H", "H", "H", "H", "H", "H", "H", "H", "H", "H", "H", "H", "H", "H", "H", "H", "H", "H", "H", "H", "H", "H"],
  "coordinates": [[-6.7743, -15.4382, -17.1559], [-12.6001, -15.8338, -17.5996], [-10.2894, -20.2736, -19.6931], [-10.5403, -14.3408, -17.5036], [-3.3560, -15.7014, -17.5888], [-5.3662, -13.5960, -15.8507], [-8.2437, -14.2764, -15.5643], [-0.7356, -19.2673, -18.4951], [-5.2537, -17.6777, -21.0537], [0.7966, -20.7736, -18.0384], [-0.3288, -14.4985, -18.0557], [-9.1647, -11.3777, -15.2764], [-8.1766, -11.9878, -19.8849], [-6.7263, -16.7728, -14.6394], [-6.2655, -16.3747, -19.6189], [-5.6661, -12.0793, -18.0692], [0.6517, -13.6401, -18.3424], [-3.3193, -15.8591, -13.2140], [-0.6626, -13.9057, -20.1071], [0.0131, -21.2486, -19.0064], [-6.5232, -18.1297, -20.9955], [-9.5868, -13.1520, -21.5035], [-1.6861, -21.3605, -21.2603], [-11.1173, -14.0832, -13.5142], [-3.4876, -19.2473, -21.7779], [0.3461, -19.6136, -17.7313], [-7.6969, -11.2666, -14.9370], [-4.1661, -13.2634, -15.7278], [-4.3843, -11.9456, -17.6972], [-1.7985, -20.2780, -20.4007], [-11.1801, -15.3633, -13.0445], [-6.8241, -12.0442, -17.1078], [-10.0791, -12.2888, -14.7992], [-0.3453, -11.5564, -14.9925], [-2.4776, -11.5294, -16.1687], [-12.2501, -15.9954, -12.3124], [-7.8208, -16.7379, -13.9204], [1.9091, -18.3981, -16.0431], [-6.7830, -10.8769, -16.1174], [-8.9350, -14.5500, -14.6001], [-8.8947, -12.5673, -20.5577], [-3.2935, -13.9414, -14.8115], [0.4904, -13.3979, -19.6026], [-7.0858, -17.3341, -20.1030], [-0.0978, -17.3210, -16.8764], [-4.3472, -17.9707, -14.0816], [-3.4324, -20.3751, -22.5920], [-8.9275, -14.2868, -22.2115], [1.3373, -16.1550, -15.4013], [-2.5228, -21.3812, -22.3494], [-5.8818, -17.9576, -14.3301], [-1.1603, -14.5917, -19.0849], [-4.4032, -18.0997, -22.1593], [-0.5631, -14.9190, -16.6961], [-3.6930, -15.3260, -14.3118], [2.1772, -17.2699, -15.2963], [0.1976, -16.1317, -16.2258], [-1.5782, -12.1676, -15.3894], [-11.0426, -12.8776, -21.5469], [-9.9860, -13.6206, -14.2834], [-0.8400, -20.3329, -19.3103], [-5.1002, -16.6336, -20.2474], [-3.9394, -17.1704, -12.8896], [-8.9803, -15.8072, -13.9896], [-2.6357, -19.2170, -20.6632], [-3.7141, -12.1422, -16.4946], [0.7400, -18.4649, -16.7893], [-10.0633, -16.1736, -13.2207], [-2.0600, -13.4049, -14.7126], [-5.7946, -10.6983, -15.6262], [-0.2616, -14.0916, -16.0320], [3.0250, -17.2274, -14.6133], [-1.0587, -17.2947, -17.4756], [-10.1005, -17.1764, -12.7697], [-1.3487, -13.8684, -14.0651], [-8.1004, -17.4948, -19.8571], [-11.6547, -13.6675, -21.1119], [1.1519, -12.7861, -20.1378], [-3.2127, -17.7367, -12.3248], [-2.1911, -10.5544, -16.6291], [-0.9033, -22.1049, -21.0984], [-4.3480, -15.7457, -15.0630], [-0.0335, -11.8482, -14.0146], [-9.7027, -15.0429, -22.3048], [-11.8917, -13.2654, -13.3553], [-8.5670, -13.8785, -23.1953], [-3.7489, -17.7845, -14.9329], [-2.5108, -22.1676, -23.0827], [-11.3603, -12.7160, -22.5758], [-4.1431, -16.2034, -20.0682], [-7.3890, -12.2256, -14.5716], [-5.0169, -18.3886, -22.9732], [0.4610, -11.8250, -15.7046], [-11.8759, -16.7300, -11.6255], [-6.4007, -18.4474, -13.5221], [-4.0684, -20.4710, -23.4846], [-3.7988, -17.2047, -22.4219], [1.7101, -15.2076, -14.9837], [-12.9006, -15.3628, -11.8098], [-1.6250, -15.0557, -16.6380], [-11.1032, -11.9376, -14.9860], [-4.2011, -19.0052, -13.7359], [-12.8259, -16.6151, -13.0175], [-4.7982, -16.9472, -12.2387], [2.5900, -19.1999, -15.9978], [-3.6978, -11.6477, -18.5109], [-6.9818, -12.9588, -16.5983], [-11.2520, -11.9528, -21.0044], [-8.1108, -14.7061, -21.6092], [-7.1142, -9.9455, -16.5723], [-7.5776, -10.5506, -14.1162], [-7.6217, -11.7973, -17.8501], [-8.0503, -17.6371, -13.2671], [-2.7121, -18.3989, -19.9232], [-5.9215, -11.8599, -19.0114], [-5.9776, -18.5997, -15.2377], [-9.6083, -10.5211, -15.3666], [-0.4669, -10.4549, -15.0147], [-2.1365, -15.0364, -18.9220]],
  "atomic_forces_ev_per_a": [[0.63, -0.11, 0.07], [1.22, 0.92, 0.08], [0.16, 0.14, 0.02], [-0.94, -0.74, -0.38], [-0.66, 0.00, 0.01], [0.10, -1.62, 0.23], [2.49, 0.64, -1.13], [0.66, -0.61, -0.20], [-0.74, 0.35, -0.55], [1.12, 0.59, 1.87], [-0.05, 0.54, 0.94], [0.34, -2.93, 1.81], [1.34, 0.94, 1.36], [-0.90, 0.31, 1.63], [1.33, -0.30, -0.58], [0.79, -0.36, 2.49], [1.88, -0.66, 0.98], [-0.74, 0.51, -0.69], [-0.29, -0.45, -0.48], [-0.71, -1.04, -1.99], [-0.18, 0.14, 0.25], [-0.49, -0.35, 0.32], [-0.05, -0.13, -0.65], [-0.13, 1.87, -0.77], [0.31, -0.38, -0.05], [-0.10, 2.57, 1.41], [-0.77, 0.16, -0.32], [-1.20, 0.41, 0.42], [0.10, 0.97, -1.47], [0.90, -0.84, 0.05], [0.92, 0.89, -0.02], [-0.48, 2.25, -2.81], [1.08, -0.23, -1.13], [2.02, 1.37, -0.67], [1.12, 0.35, -1.44], [-1.08, -1.90, -0.72], [0.37, -0.94, -1.52], [-0.74, 0.15, 0.22], [0.02, -0.71, 1.19], [-2.18, 1.15, 0.02], [-0.62, -0.48, -1.45], [0.83, -0.68, -0.18], [-1.53, -0.06, -0.07], [0.68, -0.81, -1.18], [-1.09, -0.59, -0.32], [-2.19, -0.73, 1.56], [-0.41, 0.67, -0.43], [-0.66, 1.06, -0.26], [0.34, 1.14, -0.37], [-0.08, -0.55, -0.44], [-0.20, -0.63, -2.01], [-0.19, 0.29, -0.62], [1.62, 0.46, 1.46], [0.74, 0.73, 1.47], [0.53, 1.52, 0.43], [-0.69, 0.72, 0.24], [1.26, -1.15, -0.72], [-3.49, -1.53, 1.23], [0.25, -0.08, -0.20], [-0.88, 0.99, 1.08], [-0.62, 0.73, 0.55], [-0.92, -0.15, 0.55], [0.82, 1.47, -0.13], [1.35, -1.94, 1.80], [-1.07, 0.84, 0.50], [-0.49, -0.64, 0.38], [-1.01, -0.21, -1.53], [0.73, -0.29, -0.69], [0.74, 1.37, -0.13], [-0.55, -0.27, -0.65], [-0.15, -0.25, -0.62], [-0.06, -0.02, -0.38], [1.39, -0.33, 0.63], [0.23, 0.46, -0.22], [0.43, -0.45, 0.42], [-1.02, -0.02, 0.42], [0.24, -0.17, 0.13], [0.68, 0.72, -0.67], [0.23, 0.06, 0.38], [-0.32, -0.82, 0.26], [-0.47, 0.17, 0.03], [-0.25, -0.55, 0.11], [0.28, -0.17, 0.76], [0.20, -0.24, -0.40], [0.62, -1.59, -0.01], [-0.25, -0.84, 0.80], [0.53, 0.19, -0.98], [0.25, -0.43, 0.03], [0.12, -0.08, -0.14], [0.34, 0.63, 0.22], [0.17, -0.55, 0.17], [-0.68, -0.10, -0.67], [-0.13, 0.19, 0.35], [0.31, -0.19, 0.65], [0.25, -0.60, 0.48], [0.19, 0.22, 0.52], [-0.31, -0.60, -0.06], [-0.43, -0.41, 0.14], [-1.26, 1.30, 0.87], [-0.68, -0.38, 0.17], [0.36, -0.01, 0.50], [0.03, 0.00, -0.66], [-0.22, 0.29, 0.09], [0.23, -0.15, -0.02], [0.57, -1.03, -0.10], [-0.62, 0.19, 0.18], [-0.29, 0.09, 0.09], [0.22, -0.19, 0.02], [-0.22, 0.30, -0.21], [0.07, 0.09, -0.12], [-0.26, 0.01, -0.13], [0.14, -0.60, 1.03], [0.40, 1.06, -0.33], [0.19, -0.37, -0.56], [-0.05, -0.03, -0.50], [-0.25, 0.13, 0.55], [-0.72, 1.90, -0.71], [0.33, -0.53, 0.05], [-0.05, -0.35, -0.20]]
}